[1]
The following is a DFT calculation (the ωB97M-V functional and the def2-TZVPD basis) of an isolated molecule of C2H3OPS.

Properties
Net charge: 0
Energy, eV: -24292.8207

CARTESIAN COORDINATES (ANGSTROEM)
C1 -0.3090 -0.1153 0.3627
C2 1.0949 -0.0693 0.0384
O1 -2.0225 0.9557 -1.2015
P1 -1.8772 0.7866 0.2724
S1 -1.1674 -1.5562 0.8226
H1 1.5306 0.9561 0.4393
H2 1.6509 -0.9792 0.3512
H3 1.0998 0.0216 -1.0852

Atomic forces in eV per Å
-1.766 -3.542 1.710
1.344 1.929 -0.400
-0.280 0.154 0.315
-0.093 0.196 -0.753
1.358 2.654 -0.789
-0.546 -2.178 -0.768
-0.280 0.824 -0.167
0.263 -0.037 0.851


[2]
The following is a DFT calculation (the ωB97M-V functional and the def2-TZVPD basis) of a cluster of 3 separate species, C5H13NO2 in total.

Properties
SMILES: C=CCNC=C.O.O
Net charge: 0
Energy, eV: -10978.1423

CARTESIAN COORDINATES (ANGSTROEM)
C1 -2.1874 -0.5261 -0.3524
C2 -1.2899 -1.4832 -0.1260
C3 -0.2438 -1.7911 -1.1382
N1 0.7632 -0.7689 -1.1248
C4 0.3113 0.5812 -1.3465
C5 1.1516 1.5474 -1.1930
H1 -2.7989 -0.0652 0.4048
H2 -2.3429 -0.1301 -1.3124
H3 -1.0424 -1.7641 0.8835
H4 0.2853 -2.7629 -1.0735
H5 -0.7625 -1.5105 -2.1864
H6 1.5575 -0.7930 -0.4328
H7 -0.6873 0.6642 -1.8640
H8 2.2113 1.5125 -0.9358
H9 0.8257 2.5681 -1.5648
O1 1.7344 -0.2252 1.9973
H10 1.0493 0.2561 2.4693
H11 2.5732 0.0338 1.9942
O2 -0.5490 1.9324 2.0898
H12 -1.3458 1.9196 2.5614
H13 -0.7992 1.8276 1.1695

Atomic forces in eV per Å
-0.132 -0.882 1.069
0.109 0.770 0.607
-0.895 0.880 -2.665
1.256 1.929 0.751
-0.461 -3.865 -0.970
0.748 4.685 -0.842
-0.104 -0.196 0.389
-0.296 0.207 -1.236
-0.268 -0.279 0.409
-0.867 0.370 -0.280
0.977 -1.756 1.837
-1.640 -0.251 -0.816
1.475 0.158 0.870
-0.485 -0.455 0.319
0.441 -1.233 0.642
-5.649 -3.122 -0.781
0.743 0.739 -0.041
4.906 2.459 0.687
1.776 -0.053 -0.757
-1.805 0.004 1.130
0.172 -0.109 -0.324


[3]
The following is a DFT calculation (the ωB97M-V functional and the def2-TZVPD basis) of a cluster of 15 separate species, C3H34N2O16 in total.

Properties
Net charge: 0
Energy, eV: -39403.3175

CARTESIAN COORDINATES (ANGSTROEM)
O1 -2.2161 0.1344 -0.9276
C1 -1.2361 -0.3279 -1.5254
N1 -1.5245 -1.1415 -2.6292
C2 -0.6333 -2.0833 -3.1082
O2 -0.8331 -2.6844 -4.1523
C3 0.1597 -0.0537 -1.2048
N2 0.3195 0.6040 0.1134
H1 -2.4473 -1.1497 -3.0402
H2 0.3147 -2.3737 -2.4749
H3 0.6369 -0.9913 -0.8833
H4 0.6196 0.4549 -2.0808
H5 0.0941 1.6353 -0.0028
H6 1.2819 0.6233 0.3522
H7 -2.7484 0.8035 1.9562
H8 -1.3841 0.6526 1.2757
O3 -1.9348 0.2949 2.0623
H9 1.7029 -0.3980 2.1104
H10 3.2560 -0.4677 1.6252
O4 2.3688 -0.6236 1.4144
H11 1.0389 -3.0278 2.4289
H12 2.1697 -2.3571 1.8779
O5 1.9569 -3.1668 2.4710
H13 1.9753 2.1895 -3.1419
H14 3.3882 1.7040 -2.7483
O6 2.5904 1.4396 -3.1184
H15 2.3852 -1.0189 4.4441
H16 2.9350 -2.0743 3.4824
O7 3.2024 -1.1650 3.9131
H17 -1.7062 2.5108 -1.3268
H18 -1.0442 3.6460 -0.3592
O8 -0.9037 2.9727 -1.1263
H19 1.2187 4.0400 -2.0548
H20 0.1781 3.2051 -2.5029
O9 1.0666 3.4090 -2.7799
H21 -0.6957 -1.5478 4.5257
H22 -0.4034 -0.0420 4.1724
O10 -0.0841 -0.8051 4.6283
H23 3.1863 -0.4338 -0.6518
H24 3.0000 -0.2006 -2.1493
O11 3.1996 -0.9139 -1.5694
H25 -2.3712 4.2283 0.9298
H26 -1.0393 3.9692 1.7050
O12 -1.4086 4.4089 0.9781
H27 -0.8011 -1.3752 2.3916
H28 -1.0818 -2.6841 1.7512
O13 -0.7179 -2.3095 2.5505
H29 -4.9767 -1.1868 0.0707
H30 -3.7880 -0.5012 -0.6106
O14 -4.7693 -0.4795 -0.5539
H31 -3.0641 1.5344 -0.0049
H32 -4.6669 1.4732 0.2950
O15 -3.8202 1.9417 0.4626
H33 2.9122 -2.8593 -2.0206
H34 2.2222 -4.0077 -2.4644
O16 2.9202 -3.4240 -2.7753

Atomic forces in eV per Å
1.472 0.231 -0.372
-3.110 -0.541 -0.675
1.474 0.329 1.152
1.474 -2.145 -1.412
0.026 0.916 1.537
1.363 0.054 1.845
-1.920 2.956 -1.092
-0.129 0.146 0.137
-1.700 1.050 -0.884
0.167 -0.198 -1.441
0.149 -0.541 0.561
0.068 -1.560 -0.022
0.926 -0.505 0.144
-0.341 -0.079 0.173
-0.732 -1.186 1.633
1.342 1.100 -1.586
1.682 -0.081 -0.332
1.733 0.502 1.727
-3.017 -0.286 -1.416
-2.551 -0.177 0.688
0.206 -1.845 0.919
2.491 1.594 -1.797
0.192 0.411 0.300
2.153 1.113 0.840
-1.574 -2.100 -1.115
0.774 0.036 -0.275
0.676 2.003 1.234
-1.442 -1.990 -0.268
-0.880 -0.129 0.056
-0.155 -1.144 -1.182
0.598 1.174 0.877
0.737 -0.097 -0.528
-1.174 -0.673 -0.025
0.197 1.574 0.350
0.069 0.479 -0.236
-0.844 0.514 -0.450
0.938 -0.665 0.906
-0.001 -1.609 -2.456
-0.491 1.043 -1.386
0.336 0.478 3.903
0.641 -0.022 0.475
0.489 -1.054 1.824
-1.414 1.203 -1.923
-0.305 0.970 0.008
-0.359 -0.399 -0.273
0.187 -0.835 -0.194
-0.166 0.138 -0.144
-0.697 0.154 -0.126
0.308 -0.528 0.267
-1.224 -0.310 0.059
1.218 -0.112 -0.347
0.127 0.731 0.455
0.798 1.587 0.748
-0.061 -0.762 -0.627
-0.727 -0.912 -0.232


[4]
The following is a DFT calculation (the ωB97M-V functional and the def2-TZVPD basis) of an isolated molecule of C4H10N2O.

Properties
SMILES: CN(C=O)CCN
Net charge: 0
Energy, eV: -9335.8365

CARTESIAN COORDINATES (ANGSTROEM)
C1 -1.0590 -0.2356 -1.4791
N1 -0.0771 0.0627 -0.4047
C2 1.0564 0.6203 -0.9324
O1 1.2821 0.8318 -2.1347
C3 -0.5545 0.7418 0.8910
C4 -0.5524 -0.2123 2.0093
N2 0.1320 -1.5345 1.8838
H1 -1.8642 -0.9345 -1.0235
H2 -0.4357 -0.8874 -2.2831
H3 -1.3148 0.6336 -2.1163
H4 1.9963 0.6437 -0.3020
H5 0.1488 1.5399 1.1025
H6 -1.5812 1.2070 0.5601
H7 -0.3130 0.2047 3.0019
H8 -1.6586 -0.7130 2.1303
H9 1.1331 -1.3062 1.6069
H10 -0.0946 -2.2247 1.1133

Atomic forces in eV per Å
1.226 -2.746 -0.880
-0.507 1.628 -0.271
2.493 -0.614 -1.999
-1.024 -0.286 1.820
-0.634 0.625 -3.400
-4.391 -4.760 1.494
3.208 0.437 -1.175
0.984 1.688 -1.028
-1.533 1.221 1.961
-0.570 -0.301 0.880
-1.271 0.465 0.404
-0.027 0.339 -0.141
1.849 -0.788 1.224
0.075 -0.047 -0.633
2.028 1.948 -0.017
-1.279 -0.584 0.727
-0.627 1.774 1.033


[5]
The following is a DFT calculation (the ωB97M-V functional and the def2-TZVPD basis) of a structure of composition C24H25N3O4.

Properties
Net charge: 0
Energy, eV: -37937.6275

CARTESIAN COORDINATES (ANGSTROEM)
C1 -2.3875 -1.5037 1.5007
H1 -1.7958 -0.7444 2.0151
O1 -2.4446 -0.9909 0.0438
C2 -3.7899 -0.6645 -0.3376
C3 -4.3921 -1.4672 -1.5506
C4 -5.7090 -1.0081 -1.8366
C5 -6.4367 -0.0136 -1.1175
C6 -5.7940 0.8095 -0.3465
C7 -4.5756 0.4692 0.1826
C8 -3.8695 1.2678 1.3381
N1 -2.7995 2.1866 0.8464
C9 -1.6081 1.9613 1.2217
O2 -1.2063 1.0710 2.2315
C10 -0.4669 2.6643 0.4582
O3 -0.9077 3.4094 -0.4881
C11 0.8008 2.0914 0.6237
C12 1.4211 0.9790 1.3804
N2 2.6453 0.8595 1.1286
C13 3.1776 1.8517 -0.0467
C14 4.2737 1.9170 -0.4951
C15 4.3532 2.7998 -1.7148
C16 3.1892 3.6837 -1.8438
C17 2.0769 3.5771 -1.3216
C18 1.8974 2.5794 -0.1805
H2 1.2327 4.2345 -1.9059
H3 3.5131 4.3307 -2.8054
H4 5.3517 2.7471 -2.1392
H5 5.1828 1.4196 -0.3639
C19 3.4302 -0.1241 1.7700
H6 2.9814 -0.6112 2.5318
H7 4.4197 0.4860 2.0297
C20 3.9631 -1.1631 0.5147
O4 5.2080 -1.2102 0.3990
N3 3.0299 -2.0266 0.0455
C21 1.6005 -2.0212 0.3808
C22 1.1284 -2.8385 -0.5141
H8 0.7941 -2.5894 -1.6656
C23 2.2923 -3.9271 -0.5177
C24 3.4163 -2.8983 -0.8571
H9 3.3957 -2.3888 -1.7850
H10 4.4893 -3.4220 -0.4338
H11 2.3017 -4.5364 0.3094
H12 2.1036 -4.5933 -1.6536
H13 0.1906 -3.7051 -0.0866
H14 1.3839 -2.1696 1.3566
H15 1.2971 -1.0615 0.1855
H16 0.9637 0.5099 2.1605
H17 -2.7027 2.4037 0.0294
H18 -4.6160 2.1506 1.5702
H19 -3.7123 0.8119 2.2711
H20 -6.2758 1.6640 0.1804
H21 -7.2970 0.4477 -1.6972
H22 -5.8911 -1.3847 -2.8291
H23 -3.7949 -2.1830 -1.7472
H24 -1.6797 -2.4545 1.4986
H25 -3.3521 -1.6821 2.0768

Atomic forces in eV per Å
1.843 -1.064 -0.586
-0.424 -0.037 0.031
-3.178 -0.328 1.966
-1.645 -0.395 -2.343
-3.840 9.324 7.556
2.730 -1.520 -0.485
-1.975 -1.204 -6.491
0.773 2.452 4.928
5.526 -2.411 1.086
-3.933 4.541 -2.757
-2.033 -5.149 11.075
6.508 -4.630 6.975
-2.390 4.770 -4.526
-3.563 -0.296 -2.449
1.925 -1.225 2.492
3.283 -0.408 -0.370
-3.289 4.863 -1.922
3.001 0.787 -1.910
-17.246 -2.033 9.723
11.854 3.025 -9.608
-1.776 -0.570 4.802
13.160 0.100 -8.408
-11.200 -0.623 4.613
2.551 1.568 -4.088
1.619 -1.811 2.478
-1.804 -0.801 2.237
-0.537 0.894 -0.585
0.748 -1.235 0.913
5.608 1.695 -5.130
-1.477 -1.417 2.492
-1.869 -1.998 0.028
1.549 0.845 4.357
-2.851 -0.100 -0.972
1.713 6.366 5.081
3.743 6.630 2.346
-7.085 -12.224 -6.665
1.084 -0.047 3.264
-1.547 0.537 -9.704
3.306 -7.169 0.957
0.471 -0.789 -1.793
-2.517 1.729 -1.997
0.640 -1.143 1.884
0.542 1.324 3.816
2.117 3.288 -1.244
-0.357 -1.122 3.270
-1.071 2.633 -0.209
-1.277 -1.538 1.731
-0.425 3.946 -12.233
0.532 -2.090 0.027
1.022 -0.787 0.683
0.165 -0.469 -0.859
0.525 -1.162 1.086
-1.788 -0.114 -0.067
3.515 -5.152 -2.728
-1.891 1.608 -0.296
0.933 0.139 -1.470


[6]
The following is a DFT calculation (the ωB97M-V functional and the def2-TZVPD basis) of an isolated molecule of C4H3N3.

Properties
SMILES: N#CC(C#N)=CN
Net charge: 0
Energy, eV: -8665.1514

CARTESIAN COORDINATES (ANGSTROEM)
N1 2.8819 -0.0264 0.1016
C1 1.6866 -0.1273 -0.1166
C2 0.2939 -0.0728 0.0493
C3 -0.4619 1.1862 0.0202
N2 -1.3059 2.0409 -0.0618
C4 -0.4812 -1.2203 -0.1133
N3 -1.7941 -1.1906 0.1016
H1 -0.0381 -2.1650 -0.2784
H2 -2.2019 -0.2474 0.3500
H3 -2.4578 -1.9486 -0.0989

Atomic forces in eV per Å
-6.314 -0.763 -1.784
7.137 1.119 2.358
-1.869 -0.064 -1.373
-3.018 2.530 -0.240
3.906 -3.746 0.510
-0.200 1.671 1.086
-1.552 1.095 0.118
0.517 -0.795 -0.307
0.453 -1.635 -0.549
0.942 0.588 0.181